Below is 8 unconnected molecules or ions with the total composition C57H50F10N2O4 in a non-equilibrium geometry, with properties calculated with ωB97M-V/def2-TZVPD.

strongest force on any atom = 3.42 eV/A
LUMO energy = 0.134 eV
relative energy (zero: lowest compared OMol25 entry of this formula, charge and spin) = 0.0000 eV
frontier orbital gap = 0.34033 Eh
SMILES string = NCN1C(=O)c2ccc(C[C@@H]3CO3)c(C[C@@H](O)C(F)(F)F)c2C1=O.Fc1ccccc1.Fc1ccccc1.Fc1ccccc1.Fc1ccccc1.Fc1ccccc1.Fc1ccccc1.Fc1ccccc1

```
! wB97M-V def2-TZVPD RIJCOSX def2/J DEFGRID3
* xyz 0 1
N 1.8196 -5.7311 0.9848
C 0.9887 -6.4096 -0.0061
N 1.0598 -5.7655 -1.2979
C 2.3683 -5.5238 -1.8631
O 2.9941 -6.3308 -2.4849
C 2.6521 -4.0791 -1.6384
C 3.8382 -3.3855 -1.6715
C 3.7792 -2.0419 -1.3591
C 2.5812 -1.3973 -1.0309
C 2.6430 0.0532 -0.6393
C 2.7461 0.2020 0.9069
C 4.0977 0.0173 1.4970
O 2.9171 -0.9506 1.6448
C 1.3688 -2.0968 -1.0457
C 0.0521 -1.4272 -0.7271
C -0.7002 -2.0512 0.4379
O -0.1293 -1.5999 1.6416
C -2.1784 -1.6870 0.3759
F -2.7712 -2.2377 -0.6924
F -2.8382 -2.1197 1.4639
F -2.3683 -0.3561 0.3005
C 1.4486 -3.4465 -1.3541
C 0.3900 -4.4985 -1.4499
O -0.7757 -4.3739 -1.7155
H 1.8030 -6.2205 1.8694
H 1.5319 -4.7735 1.1504
H 1.3411 -7.4367 -0.0875
H -0.0709 -6.4509 0.2682
H 4.7656 -3.8841 -1.9095
H 4.6979 -1.4680 -1.3672
H 1.7412 0.5787 -0.9354
H 3.5318 0.5178 -1.0580
H 2.1425 0.9870 1.3621
H 4.8138 -0.6555 1.0390
H 4.2832 0.2368 2.5411
H -0.5862 -1.4241 -1.6118
H 0.2286 -0.3955 -0.4319
H -0.6677 -3.1424 0.4051
H -0.3173 -2.2427 2.3362
F -1.1512 -3.3379 3.5780
C -1.5676 -2.9380 4.8118
C -1.3861 -1.6189 5.1642
C -1.8152 -1.2104 6.4184
C -2.4033 -2.1193 7.2870
C -2.5691 -3.4431 6.9019
C -2.1517 -3.8648 5.6465
H -0.9203 -0.9320 4.4689
H -1.6897 -0.1796 6.7182
H -2.7344 -1.7952 8.2644
H -3.0272 -4.1506 7.5802
H -2.2763 -4.8879 5.3184
F 4.1841 -3.8108 -4.4103
C 3.5639 -4.0034 -5.5939
C 3.6278 -3.0092 -6.5489
C 2.9861 -3.2153 -7.7618
C 2.2932 -4.3951 -7.9961
C 2.2440 -5.3760 -7.0147
C 2.8862 -5.1878 -5.7991
H 4.1685 -2.0959 -6.3403
H 3.0283 -2.4501 -8.5254
H 1.7922 -4.5492 -8.9423
H 1.7019 -6.2949 -7.1931
H 2.8689 -5.9384 -5.0199
F 0.8206 2.2918 0.5501
C 0.2239 3.2255 -0.2326
C 0.8126 3.5516 -1.4365
C 0.1942 4.4998 -2.2394
C -0.9856 5.1036 -1.8258
C -1.5528 4.7570 -0.6070
C -0.9486 3.8054 0.2026
H 1.7348 3.0701 -1.7358
H 0.6351 4.7630 -3.1887
H -1.4632 5.8420 -2.4556
H -2.4715 5.2268 -0.2828
H -1.3764 3.5110 1.1513
F -0.7848 1.3960 8.6407
C 0.1345 2.1658 8.0197
C 1.1813 2.6791 8.7575
C 2.1225 3.4677 8.1115
C 2.0033 3.7352 6.7544
C 0.9390 3.2081 6.0364
C -0.0046 2.4120 6.6693
H 1.2510 2.4628 9.8148
H 2.9528 3.8746 8.6728
H 2.7391 4.3529 6.2578
H 0.8406 3.4155 4.9793
H -0.8384 1.9887 6.1254
F 1.3904 4.3652 -5.2232
C 2.4844 5.1286 -5.4724
C 3.2985 5.4907 -4.4192
C 4.4140 6.2709 -4.6875
C 4.6898 6.6765 -5.9859
C 3.8497 6.2985 -7.0242
C 2.7343 5.5127 -6.7729
H 3.0617 5.1688 -3.4138
H 5.0687 6.5621 -3.8773
H 5.5593 7.2869 -6.1881
H 4.0607 6.6162 -8.0362
H 2.0677 5.2009 -7.5659
F -5.5785 -3.5044 9.0392
C -6.4431 -2.7056 8.3753
C -6.2567 -2.5060 7.0235
C -7.1458 -1.6883 6.3417
C -8.1958 -1.0819 7.0180
C -8.3582 -1.2967 8.3800
C -7.4789 -2.1178 9.0719
H -5.4278 -2.9842 6.5192
H -7.0156 -1.5255 5.2804
H -8.8860 -0.4426 6.4845
H -9.1735 -0.8227 8.9099
H -7.5901 -2.3039 10.1315
F -1.6504 6.7563 -7.7331
C -2.0850 5.5144 -7.4284
C -3.2493 5.0548 -8.0096
C -3.6854 3.7758 -7.6932
C -2.9649 2.9867 -6.8067
C -1.7987 3.4769 -6.2348
C -1.3460 4.7500 -6.5485
H -3.7978 5.6888 -8.6929
H -4.5931 3.3953 -8.1422
H -3.3126 1.9924 -6.5615
H -1.2358 2.8685 -5.5390
H -0.4446 5.1508 -6.1175
*
```

Here are the Mulliken charges for atoms 1 to 6, given in e:
1 N -0.49
2 C -0.65
3 N 0.12
4 C -0.36
5 O -0.59
6 C 0.38